[1]
{"formula": "C3H6O2", "method": "wB97M-V/def2-TZVPD", "spin_multiplicity": 2, "lumo_energy_ev": [-6.744, -10.051], "charge": 1, "homo_energy_ev": [-14.0, -14.0], "homo_lumo_gap_ev": [7.26, 3.92], "energy_ha": -267.97179, "de_lowest_ev": 1.208, "s_squared": 0.75, "symbols": ["C", "C", "H", "H", "H", "H", "O", "C", "O", "H", "H"], "coordinates": [[-2.1430, -1.0574, 0.2351], [-1.9436, 0.3096, 0.3935], [-2.1580, -1.6771, 1.1251], [-2.2512, -1.5811, -0.7122], [-1.3948, 0.6966, 1.2428], [-2.2630, 0.9948, -0.3922], [3.6748, -0.0098, -0.1758], [2.5215, 0.2282, -0.0381], [1.7130, 0.7161, -1.0181], [1.9921, 0.0683, 0.9120], [2.2522, 1.3120, -1.5722]]}


[2]
{"formula": "C3H9ClO2SSi", "method": "wB97M-V/def2-TZVPD", "lumo_energy_ev": -1.084, "homo_energy_ev": -10.2, "homo_lumo_gap_ev": 9.08, "energy_ha": -1418.10198, "de_lowest_ev": 0.000, "symbols": ["C", "C", "C", "O", "O", "Si", "S", "Cl", "H", "H", "H", "H", "H", "H", "H", "H", "H"], "coordinates": [[0.3300, 0.4949, -1.9012], [-0.1171, 0.5772, 1.1789], [2.6285, -0.7268, 0.4050], [-3.4783, 0.7956, -0.3907], [-4.3879, -0.2541, 1.6766], [0.7785, -0.4316, -0.2130], [-4.2734, -0.2071, 0.2530], [-0.1638, -2.2476, -0.3771], [-0.6261, 0.1842, -2.3159], [0.3835, 1.5100, -1.4723], [1.0362, 0.3332, -2.7158], [-1.1171, 1.0225, 0.8345], [-0.4288, -0.1750, 1.9001], [0.5498, 1.3329, 1.6395], [2.8757, -1.7492, 0.1147], [3.2341, -0.0468, -0.0673], [2.7761, -0.4123, 1.4509]]}


[3]
{"formula": "C15H27Br12Cl9", "method": "wB97M-V/def2-TZVPD", "lumo_energy_ev": 0.145, "homo_energy_ev": -10.0, "homo_lumo_gap_ev": 10.19, "energy_ha": -35617.60065, "de_lowest_ev": 1.356, "symbols": ["Br", "C", "C", "Br", "H", "H", "H", "H", "Br", "C", "C", "Br", "H", "H", "H", "H", "Br", "C", "C", "Br", "H", "H", "H", "H", "Br", "C", "C", "Br", "H", "H", "H", "H", "Br", "C", "C", "Br", "H", "H", "H", "H", "Br", "C", "C", "Br", "H", "H", "H", "H", "C", "Cl", "Cl", "Cl", "H", "C", "Cl", "Cl", "Cl", "H", "C", "Cl", "Cl", "Cl", "H"], "coordinates": [[-5.5495, 5.1524, 1.6398], [-4.0504, 4.3751, 0.6124], [-4.2874, 2.8795, 0.5481], [-2.6763, 2.1083, -0.2962], [-3.1445, 4.5848, 1.1705], [-4.0437, 4.8242, -0.3740], [-5.1435, 2.6009, -0.0534], [-4.3094, 2.4533, 1.5447], [-0.5423, 3.0199, -3.6041], [-0.7228, 1.1384, -3.0837], [-0.5539, 0.2613, -4.3025], [-0.4090, -1.6272, -3.7204], [-1.6695, 0.9346, -2.5915], [0.0980, 0.9914, -2.3915], [0.3909, 0.4964, -4.7852], [-1.3723, 0.3084, -5.0101], [-1.1769, -1.4671, 0.2704], [0.4153, -0.6910, 1.1378], [0.6118, 0.7092, 0.5640], [2.3716, 1.3286, 1.1685], [1.2906, -1.3020, 0.9496], [0.1963, -0.6078, 2.1968], [-0.1405, 1.4290, 0.8552], [0.7284, 0.5801, -0.5094], [3.3437, -3.1860, 0.0186], [1.7628, -3.9079, -0.9214], [1.6265, -5.4046, -0.6726], [1.5170, -5.8515, 1.2070], [1.9579, -3.6458, -1.9582], [0.8725, -3.3500, -0.6368], [2.4594, -5.9089, -1.1560], [0.7112, -5.7553, -1.1460], [-3.9942, -3.7930, -3.7835], [-4.6518, -4.1050, -2.0020], [-3.6151, -3.7173, -0.9596], [-4.4085, -3.9765, 0.8293], [-5.0410, -5.1169, -1.9048], [-5.5360, -3.4973, -1.8059], [-3.4828, -2.6418, -1.0446], [-2.6602, -4.2265, -1.0144], [6.2068, 0.8515, 5.4921], [6.5008, 1.9262, 3.8525], [5.2421, 1.9511, 3.0359], [5.4842, 3.2059, 1.5266], [7.3167, 1.4822, 3.2926], [6.7314, 2.9335, 4.1810], [4.3920, 2.3318, 3.5976], [4.9254, 1.0090, 2.5999], [-2.8694, -0.0879, 3.6730], [-3.8680, -0.5324, 2.2940], [-2.0509, 1.4321, 3.3259], [-1.7298, -1.3636, 4.1039], [-3.5595, 0.0659, 4.4927], [-0.5605, 3.9750, 0.2679], [-1.3542, 5.5392, 0.2402], [-0.5777, 3.3286, 1.9255], [1.0455, 4.0105, -0.4527], [-1.1839, 3.3023, -0.3105], [4.5653, -0.3693, -2.3084], [4.4432, -1.8558, -3.2994], [3.0406, 0.4933, -2.3209], [5.8718, 0.6939, -2.8781], [4.8157, -0.7192, -1.3164]]}


[4]
{"formula": "C5H12N", "method": "wB97M-V/def2-TZVPD", "spin_multiplicity": 2, "lumo_energy_ev": [-7.891, -16.101], "charge": 2, "homo_energy_ev": [-21.9, -21.5], "homo_lumo_gap_ev": [13.96, 5.40], "energy_ha": -251.57655, "de_lowest_ev": 3.917, "s_squared": 0.75, "symbols": ["C", "C", "N", "C", "C", "C", "H", "H", "H", "H", "H", "H", "H", "H", "H", "H", "H", "H"], "coordinates": [[1.5541, 0.4554, 0.8405], [0.2101, -0.2529, 1.0087], [-0.9513, 0.6764, 0.5726], [-1.0534, 0.6059, -1.0083], [-0.1246, -0.4887, -1.3757], [0.0226, -1.3533, -0.0072], [2.3442, -0.0580, 0.0828], [2.0742, 0.3753, 1.7530], [1.4159, 1.5076, 0.4415], [0.0756, -0.3699, 2.0726], [-0.8757, 1.6086, 0.9510], [-1.7063, 0.1918, 1.1692], [-2.1995, 0.4614, -1.1886], [-0.8413, 1.4526, -1.6226], [-0.5403, -1.0921, -2.1900], [0.7537, 0.0605, -1.7432], [0.8959, -1.9936, -0.0317], [-1.0539, -1.7871, 0.2755]]}


[5]
{"formula": "C3H11NO3", "method": "wB97M-V/def2-TZVPD", "lumo_energy_ev": 0.647, "homo_energy_ev": -10.1, "homo_lumo_gap_ev": 10.79, "energy_ha": -401.34180, "de_lowest_ev": 1.939, "symbols": ["C", "C", "C", "N", "O", "H", "H", "H", "H", "H", "H", "H", "H", "H", "O", "H", "H", "O"], "coordinates": [[1.6927, -0.3912, 2.3306], [1.6367, -0.2446, 0.8211], [0.3245, -0.3741, 0.2444], [-0.3455, -1.4759, 0.6819], [-0.2153, 0.3158, -0.6169], [2.5771, 0.0970, 2.6276], [0.8882, 0.1521, 2.8708], [1.6688, -1.3633, 2.8410], [2.4409, -0.9650, 0.2740], [2.1671, 0.7641, 0.6471], [-0.1402, -1.9143, 1.4687], [-1.4446, -1.4711, 0.4387], [-1.2476, 3.3506, -2.2136], [-2.1907, 4.2632, -1.1029], [-1.6772, 4.1463, -1.9434], [-1.5275, -1.8624, -3.7179], [-2.2787, -1.1540, -2.5467], [-2.3288, -1.8733, -3.1045]]}


[6]
{"formula": "C22H27Br2EuO7PSSe", "method": "wB97M-V/def2-TZVPD", "spin_multiplicity": 7, "lumo_energy_ev": [-3.179, -2.331], "charge": 1, "homo_energy_ev": [-12.2, -12.2], "homo_lumo_gap_ev": [9.05, 9.90], "energy_ha": -10380.36282, "de_lowest_ev": 0.487, "s_squared": 12.01, "symbols": ["Eu", "Br", "C", "Br", "H", "H", "C", "O", "H", "H", "H", "H", "C", "S", "C", "O", "H", "H", "H", "H", "H", "H", "O", "Se", "O", "O", "O", "O", "P", "C", "C", "C", "C", "C", "C", "C", "C", "C", "C", "C", "C", "C", "C", "C", "C", "C", "C", "H", "H", "H", "H", "H", "H", "H", "H", "H", "H", "H", "H", "H", "H", "H"], "coordinates": [[-1.6828, 0.2391, -1.1226], [-3.6185, -2.1226, 0.3821], [-2.8648, -3.2899, -0.9519], [-1.0331, -2.7712, -1.2855], [-3.4051, -3.1452, -1.8747], [-2.8530, -4.3055, -0.5870], [-0.3921, 3.5485, -1.9758], [-1.2054, 2.6403, -1.2150], [-0.9035, 4.5002, -2.1010], [-0.1646, 3.1224, -2.9524], [0.5271, 3.7059, -1.4176], [-2.0674, 2.5696, -1.6862], [-4.9148, 1.2883, 2.0897], [-3.2654, 1.8649, 1.7892], [-3.6854, 3.2883, 0.8212], [-2.6997, 0.8473, 0.8049], [-5.4436, 2.0362, 2.6813], [-4.8389, 0.3587, 2.6511], [-5.3963, 1.1268, 1.1252], [-4.2742, 3.9625, 1.4432], [-4.2428, 2.9476, -0.0525], [-2.7518, 3.7602, 0.5247], [-3.1997, -0.9685, -2.4432], [-3.0649, 0.4356, -3.3037], [-3.8053, 0.5702, -4.7133], [-3.4441, 1.5471, -2.1091], [-1.3908, 0.5855, -3.2824], [-0.0420, 0.3031, 0.2791], [1.3057, -0.4022, 0.4716], [1.1692, -1.7356, 1.6416], [-0.0890, -2.0175, 2.1721], [-0.2347, -3.0574, 3.0804], [0.8692, -3.8064, 3.4643], [2.1285, -3.5145, 2.9512], [2.2813, -2.4799, 2.0436], [1.8467, -1.0254, -1.1135], [2.3043, -2.3255, -1.3244], [2.6373, -2.7358, -2.6087], [2.4979, -1.8619, -3.6774], [2.0398, -0.5671, -3.4735], [1.7253, -0.1443, -2.1944], [2.5119, 0.7831, 1.0294], [3.8716, 0.4695, 1.0629], [4.7830, 1.4108, 1.5109], [4.3414, 2.6654, 1.9150], [2.9925, 2.9844, 1.8685], [2.0705, 2.0453, 1.4241], [-0.9483, -1.4296, 1.8737], [-1.2128, -3.2822, 3.4877], [0.7527, -4.6188, 4.1708], [2.9898, -4.0920, 3.2609], [3.2693, -2.2540, 1.6592], [2.3761, -3.0227, -0.5005], [2.9908, -3.7450, -2.7762], [2.7425, -2.1929, -4.6784], [1.9228, 0.1098, -4.3097], [1.3947, 0.8773, -2.0363], [4.2267, -0.4965, 0.7201], [5.8379, 1.1709, 1.5391], [5.0572, 3.3992, 2.2625], [2.6564, 3.9644, 2.1811], [1.0146, 2.2820, 1.3845]]}


[7]
{"formula": "C3H6OS", "method": "wB97M-V/def2-TZVPD", "lumo_energy_ev": [-0.180, -1.363], "homo_energy_ev": [-8.7, -8.3], "homo_lumo_gap_ev": [8.53, 6.96], "energy_ha": -591.15754, "de_lowest_ev": 4.775, "symbols": ["C", "C", "C", "O", "S", "H", "H", "H", "H", "H", "H"], "coordinates": [[-0.4187, 0.1811, -0.4071], [0.6472, -0.4165, 0.2953], [-1.8747, 0.3258, 0.0957], [0.1565, -1.0675, -0.7586], [3.3940, 0.5857, -0.1124], [0.0054, 1.0583, -0.9700], [1.0428, -0.8856, 1.2571], [-2.0237, -0.4027, 0.8631], [-2.5678, 0.0462, -0.6951], [-2.3256, 1.2646, 0.5797], [3.9646, -0.6896, -0.1477]]}